Density functional theory data (the ωB97M-V functional and the def2-TZVPD basis) for a structure of composition C35H39N5O2SSm.

```
83
Properties=species:S:1:pos:R:3:forces:R:3
Sm -0.7148 0.2894 0.0487 -1.9189 0.5812 0.0373
C -3.7519 2.0549 0.3162 -0.0312 -0.0815 -0.1323
N -2.8329 1.5298 -0.7241 -0.3101 0.2671 0.0868
C -3.6502 0.9669 -1.8043 0.0342 0.0066 0.0509
C -1.9061 2.5663 -1.1435 0.0542 0.1029 -0.0109
C -1.9880 3.1860 -2.3904 -0.1056 -0.0379 0.0537
C -1.0948 4.1705 -2.7578 0.0535 0.0722 -0.0286
C -0.0870 4.5420 -1.8719 0.0199 -0.0137 0.0260
C 0.0057 3.9481 -0.6305 0.0352 0.1257 -0.0181
C -0.9134 2.9711 -0.2137 -0.0726 0.2552 0.2964
N -0.8555 2.2896 0.9940 0.1114 0.5855 0.1666
C -0.1654 2.7195 2.1241 -0.2903 0.0373 -0.1992
C -0.0916 4.0492 2.5433 0.0482 0.1840 0.0702
C 0.4967 4.3818 3.7534 -0.0292 -0.0097 -0.0395
C 1.0049 3.3930 4.5856 -0.0121 -0.0374 -0.0504
C 0.9302 2.0679 4.1805 0.0275 0.0465 0.0226
C 0.3677 1.7326 2.9577 0.1684 -0.2107 0.1110
N 0.2955 0.3339 2.5118 -0.0719 0.1718 0.0391
C 1.6057 -0.3305 2.6481 -0.0885 -0.0172 -0.0054
C -0.6890 -0.4092 3.3231 -0.0121 0.1085 -0.0302
H -4.2879 2.9257 -0.0695 -0.0516 0.0155 -0.0076
H -3.2004 2.3390 1.2055 0.0784 0.0239 0.0257
H -4.4802 1.2830 0.5618 0.0062 -0.0003 0.0410
H -4.3762 1.6910 -2.1868 -0.0271 0.0023 0.0002
H -4.1972 0.1108 -1.4095 -0.0061 -0.0113 -0.0060
H -3.0313 0.6226 -2.6273 0.0234 -0.0043 -0.0294
H -2.7766 2.9096 -3.0769 0.0072 -0.0126 0.0089
H -1.1829 4.6458 -3.7263 0.0149 -0.0137 0.0340
H 0.6314 5.3019 -2.1552 -0.0257 -0.0316 0.0124
H 0.7957 4.2363 0.0503 -0.0045 -0.0046 -0.0142
H -0.5207 4.8228 1.9177 0.0086 -0.0242 0.0409
H 0.5416 5.4212 4.0560 -0.0027 -0.0431 -0.0127
H 1.4532 3.6472 5.5368 -0.0129 -0.0077 -0.0267
H 1.3240 1.2944 4.8293 -0.0089 0.0202 -0.0187
H 1.9162 -0.3884 3.6937 0.0199 -0.0206 0.0211
H 2.3607 0.2162 2.0892 0.0238 0.0308 -0.0117
H 1.5349 -1.3464 2.2629 0.0068 -0.0335 -0.0121
H -0.3461 -0.5231 4.3550 -0.0179 0.0154 0.0487
H -0.8458 -1.4038 2.9023 0.0149 -0.0361 -0.0238
H -1.6316 0.1374 3.3385 -0.0278 0.0102 -0.0133
C -3.7102 -1.3067 1.5204 0.0362 0.0249 -0.0583
O -2.5380 -1.3503 0.6978 0.2075 -0.2163 -0.1236
C -2.3711 -2.4840 -0.0917 0.0338 -0.1214 -0.0626
C -3.4374 -3.2630 -0.5021 -0.1075 -0.0503 0.1201
C -3.2155 -4.3933 -1.2789 -0.0029 0.0194 0.0089
C -1.9271 -4.7405 -1.6492 0.0042 -0.0098 -0.0107
C -0.8643 -3.9428 -1.2602 0.1153 -0.1520 -0.0778
C -1.0656 -2.8128 -0.4825 0.0647 0.0727 0.1313
N -0.0100 -1.9044 -0.1585 0.0213 -0.8017 -0.0481
N 1.1563 -2.3648 -0.2843 0.5945 -0.2679 -0.1296
C 2.2572 -1.5600 -0.2596 0.2406 -0.1975 0.0503
C 2.2751 -0.1608 -0.5333 -0.0903 -0.2456 -0.2015
O 1.2009 0.5242 -0.7880 1.5204 -0.2393 -0.1746
C 3.5329 0.5029 -0.6201 -0.0277 0.0412 -0.0170
C 4.6917 -0.1664 -0.4240 0.1615 -0.1011 0.0329
C 4.7279 -1.5693 -0.1416 0.0624 0.2117 -0.0400
C 5.9518 -2.2367 0.0577 0.0467 0.0128 -0.0060
C 5.9776 -3.5815 0.3177 -0.0471 -0.0126 0.0113
C 4.7677 -4.2903 0.3932 0.0254 -0.0013 -0.0021
C 3.5625 -3.6552 0.2112 -0.0101 0.0253 -0.0135
C 3.5172 -2.2765 -0.0734 -0.2685 0.0221 0.0083
H -4.5963 -1.1224 0.9154 -0.0485 -0.0026 0.0020
H -3.5714 -0.4850 2.2159 0.0089 0.0149 0.0104
H -3.8116 -2.2469 2.0602 -0.0249 -0.0019 0.0337
H -4.4463 -3.0114 -0.2059 0.0210 -0.0007 -0.0200
H -4.0584 -4.9964 -1.5907 0.0322 0.0241 0.0103
H -1.7485 -5.6206 -2.2528 -0.0070 0.0324 0.0211
H 0.1492 -4.1851 -1.5539 -0.0373 0.0011 -0.0003
H 3.5119 1.5607 -0.8510 0.0061 -0.0337 0.0130
H 5.6344 0.3671 -0.4876 -0.0219 -0.0287 0.0058
H 6.8740 -1.6687 -0.0006 -0.0526 -0.0205 0.0033
H 6.9195 -4.0925 0.4682 -0.0335 0.0039 -0.0030
H 4.7822 -5.3530 0.6032 0.0043 0.0385 -0.0070
H 2.6386 -4.2116 0.2868 0.0254 0.0084 -0.0021
C -0.4611 0.8873 -4.1680 0.0421 0.0383 -0.0056
S -0.7698 -0.5451 -3.1184 -0.2205 -0.0770 0.0476
C 0.7843 -1.4004 -3.4058 0.0725 -0.0010 0.0064
H -0.0104 0.5387 -5.0959 -0.0214 0.0189 -0.0066
H 0.1931 1.6033 -3.6726 0.0092 -0.0161 -0.0192
H -1.4110 1.3621 -4.3996 0.0188 0.0019 0.0219
H 0.8448 -1.6689 -4.4588 0.0274 -0.0085 0.0024
H 0.8000 -2.3075 -2.8078 -0.0038 -0.0035 -0.0159
H 1.6264 -0.7677 -3.1290 -0.0060 -0.0125 0.0015
```
Positions in Å, forces in eV/Å.

Results
Charge   +1
Multiplicity   6
E_tot   -77209.4123 eV
E_HOMO (spin up / spin down)   -0.354 / -0.356 Ha
Energy relative to the best compared isomer or geometry (same formula, charge and spin)   87.1 kJ/mol
⟨S²⟩   8.76
Maximum force   0.0390 hartree/bohr